{
  "formula": "C16H23N3O3",
  "method": "the ωB97M-V functional and the def2-TZVPD basis",
  "elements": ["C", "C", "C", "C", "N", "C", "C", "C", "C", "C", "C", "C", "O", "N", "C", "C", "O", "C", "O", "C", "C", "N", "H", "H", "H", "H", "H", "H", "H", "H", "H", "H", "H", "H", "H", "H", "H", "H", "H", "H", "H", "H", "H", "H", "H"],
  "coordinates": [[0.68, 0.30, -3.60], [1.21, -0.27, -2.31], [0.36, -0.45, -1.20], [-1.12, -0.15, -1.27], [-1.64, 0.31, 0.01], [-3.09, 0.19, 0.13], [-3.51, 0.49, 1.57], [-3.06, 1.90, 1.96], [-1.55, 2.04, 1.76], [-1.07, 3.45, 2.08], [-1.21, 1.67, 0.31], [0.90, -0.99, -0.05], [0.18, -1.20, 1.06], [2.20, -1.33, 0.04], [2.72, -1.91, 1.26], [2.53, -3.44, 1.27], [3.01, -4.05, 0.10], [3.10, -1.21, -1.03], [4.25, -1.60, -0.89], [2.54, -0.63, -2.22], [3.42, -0.45, -3.31], [4.13, -0.30, -4.20], [0.30, 1.31, -3.44], [1.46, 0.33, -4.35], [-0.14, -0.31, -3.97], [-1.66, -1.07, -1.54], [-1.32, 0.59, -2.06], [-3.37, -0.84, -0.13], [-3.60, 0.87, -0.56], [-4.59, 0.40, 1.66], [-3.04, -0.24, 2.24], [-3.31, 2.09, 3.01], [-3.58, 2.63, 1.35], [-1.04, 1.33, 2.42], [-1.31, 3.70, 3.11], [0.00, 3.53, 1.94], [-1.56, 4.18, 1.43], [-0.13, 1.74, 0.15], [-1.70, 2.39, -0.37], [-0.71, -0.73, 0.91], [3.79, -1.67, 1.29], [2.21, -1.47, 2.12], [3.04, -3.84, 2.16], [1.47, -3.69, 1.33], [3.84, -3.61, -0.17]],
  "gap_ev": 8.66,
  "relative_energy_kj_mol": 140.9,
  "total_charge": 0,
  "energy_ha": -1013.5055,
  "largest_force_ev_per_a": 0.62
}

=====

{
  "formula": "C36H31AsClN2O5PRuS",
  "method": "the ωB97M-V functional and the def2-TZVPD basis",
  "elements": ["Ru", "O", "C", "O", "C", "C", "C", "C", "C", "N", "C", "O", "O", "H", "H", "H", "H", "C", "C", "O", "H", "H", "H", "Cl", "S", "C", "N", "C", "C", "As", "C", "C", "C", "C", "C", "C", "C", "C", "C", "C", "C", "C", "P", "C", "C", "C", "C", "C", "C", "C", "C", "C", "C", "C", "C", "H", "H", "H", "H", "H", "H", "H", "H", "H", "H", "H", "H", "H", "H", "H", "H", "H", "H", "H", "H", "H", "H", "H", "H"],
  "coordinates": [[2.66, -1.54, 2.06], [-0.24, 0.27, 4.88], [0.71, -0.14, 4.02], [0.81, -1.32, 3.76], [1.56, 0.88, 3.46], [1.47, 2.24, 3.77], [2.43, 3.10, 3.28], [3.47, 2.59, 2.51], [3.48, 1.24, 2.22], [2.53, 0.40, 2.66], [4.57, 0.59, 1.38], [5.50, 1.30, 0.99], [4.39, -0.65, 1.14], [-0.59, -0.55, 5.27], [0.66, 2.57, 4.40], [2.38, 4.16, 3.49], [4.29, 3.19, 2.15], [-1.62, -3.95, 3.47], [-1.03, -3.26, 2.28], [-0.02, -3.61, 1.74], [-2.18, -4.83, 3.12], [-2.30, -3.30, 4.02], [-0.81, -4.30, 4.11], [3.27, -3.51, 1.12], [3.98, -1.95, 4.16], [2.96, -3.18, 4.65], [2.28, -4.02, 5.07], [-0.11, 0.88, -0.32], [-1.31, 1.57, 0.30], [-2.46, 2.66, -0.91], [-2.91, 1.30, -2.25], [-4.15, 0.68, -2.12], [-4.56, -0.29, -3.03], [-3.72, -0.65, -4.08], [-2.49, -0.04, -4.22], [-2.08, 0.94, -3.32], [-1.10, 3.64, -1.92], [-1.41, 4.09, -3.20], [-0.52, 4.88, -3.92], [0.70, 5.23, -3.35], [1.01, 4.80, -2.07], [0.11, 4.02, -1.36], [0.43, -0.70, 0.57], [-1.17, -1.61, 0.39], [-1.85, -2.07, 1.66], [-3.25, -2.55, 1.46], [-3.69, -2.90, 0.22], [-2.90, -2.68, -0.92], [-1.67, -2.00, -0.81], [1.51, -1.26, -0.81], [2.55, -0.39, -1.15], [3.47, -0.73, -2.13], [3.35, -1.94, -2.79], [2.33, -2.81, -2.45], [1.41, -2.48, -1.47], [0.76, 1.54, -0.33], [-0.30, 0.58, -1.36], [-1.01, 2.23, 1.12], [-2.00, 0.84, 0.73], [-4.79, 0.95, -1.30], [-5.52, -0.76, -2.91], [-4.04, -1.42, -4.78], [-1.83, -0.32, -5.03], [-1.12, 1.42, -3.45], [-2.37, 3.83, -3.64], [-0.78, 5.21, -4.91], [1.40, 5.83, -3.91], [1.96, 5.08, -1.62], [0.36, 3.71, -0.35], [-1.81, -1.27, 2.42], [-3.87, -2.70, 2.33], [-4.69, -3.31, 0.11], [-3.25, -3.00, -1.89], [-1.14, -1.74, -1.72], [2.66, 0.55, -0.63], [4.28, -0.05, -2.36], [4.06, -2.21, -3.56], [2.26, -3.77, -2.95], [0.65, -3.19, -1.18]],
  "spin_multiplicity": 2,
  "gap_ev": [5.85, 5.29],
  "relative_energy_kj_mol": 415.3,
  "total_charge": -1,
  "energy_ha": -5406.6191,
  "largest_force_ev_per_a": 3.53
}

=====

{
  "formula": "C5H15N2",
  "method": "the ωB97M-V functional and the def2-TZVPD basis",
  "elements": ["C", "C", "C", "N", "C", "C", "N", "H", "H", "H", "H", "H", "H", "H", "H", "H", "H", "H", "H", "H", "H", "H"],
  "coordinates": [[-1.29, 2.31, 0.23], [-1.23, 1.33, 1.42], [0.03, 0.45, 1.50], [-0.06, -0.63, 0.45], [1.28, -1.29, 0.08], [1.19, -1.75, -1.36], [0.46, -0.75, -2.18], [-0.30, 2.42, -0.22], [-1.61, 3.27, 0.61], [-1.98, 1.96, -0.53], [-1.25, 1.83, 2.38], [-2.07, 0.63, 1.36], [0.99, 0.94, 1.37], [0.03, -0.01, 2.48], [-0.63, -1.38, 0.79], [-0.46, -0.37, -0.46], [1.37, -2.15, 0.73], [2.01, -0.51, 0.21], [0.78, -2.74, -1.59], [2.21, -1.81, -1.73], [0.97, -0.71, -3.06], [-0.45, -1.04, -2.49]],
  "gap_ev": 11.37,
  "relative_energy_kj_mol": 76.5,
  "total_charge": 1,
  "energy_ha": -308.7635,
  "largest_force_ev_per_a": 1.88
}

=====

{
  "formula": "C5H13NO3S",
  "method": "the ωB97M-V functional and the def2-TZVPD basis",
  "elements": ["C", "C", "C", "C", "C", "N", "O", "O", "O", "S", "H", "H", "H", "H", "H", "H", "H", "H", "H", "H", "H", "H", "H"],
  "coordinates": [[-1.38, -2.09, 1.12], [1.23, -0.60, -0.23], [-0.50, 1.32, -0.67], [-1.20, -0.76, 0.41], [-0.21, -0.11, -0.26], [1.84, 2.98, 1.96], [-0.33, -2.52, -1.75], [-2.12, -0.91, -2.32], [0.24, -0.41, -2.94], [-0.72, -1.21, -2.14], [-0.42, -2.76, 0.87], [-2.37, -2.53, 0.88], [-1.41, -2.10, 2.31], [1.64, -0.24, -1.20], [1.29, -1.67, -0.15], [1.80, -0.21, 0.65], [0.39, 1.70, -1.25], [-1.53, 1.30, -1.22], [-0.65, 2.05, 0.07], [-2.18, -0.13, 0.37], [2.33, 3.79, 2.29], [1.83, 2.95, 0.97], [2.42, 2.16, 2.22]],
  "gap_ev": 9.30,
  "relative_energy_kj_mol": 208.5,
  "total_charge": 0,
  "energy_ha": -876.8742,
  "largest_force_ev_per_a": 3.26
}

=====

{
  "formula": "C6H8N2O",
  "method": "the ωB97M-V functional and the def2-TZVPD basis",
  "elements": ["C", "C", "N", "N", "C", "C", "O", "C", "C", "H", "H", "H", "H", "H", "H", "H", "H"],
  "coordinates": [[-0.78, 0.36, -2.51], [-0.92, 0.43, -1.29], [-1.12, 0.71, -0.04], [-2.32, 1.46, 0.34], [-3.11, 1.89, -0.56], [-0.21, 0.38, 1.00], [-0.44, 0.72, 2.13], [0.90, -0.54, 0.49], [1.79, -1.19, 1.57], [-0.67, -0.16, -3.35], [-3.76, 2.61, -0.08], [-2.97, 1.52, -1.52], [1.54, 0.19, -0.06], [0.54, -1.13, -0.40], [1.51, -2.24, 1.80], [1.48, -0.47, 2.30], [2.83, -1.10, 1.30]],
  "gap_ev": 10.08,
  "relative_energy_kj_mol": 423.5,
  "total_charge": 0,
  "energy_ha": -418.0220,
  "largest_force_ev_per_a": 4.66
}

=====

{
  "formula": "C10H17N3O4",
  "method": "the ωB97M-V functional and the def2-TZVPD basis",
  "elements": ["N", "C", "O", "C", "C", "C", "N", "C", "O", "N", "C", "C", "C", "C", "C", "O", "O", "H", "H", "H", "H", "H", "H", "H", "H", "H", "H", "H", "H", "H", "H", "H", "H", "H"],
  "coordinates": [[-2.82, -2.29, 3.21], [-1.92, -1.27, 3.08], [-2.29, -0.13, 3.19], [-0.43, -1.52, 3.01], [0.35, -0.42, 2.20], [-0.32, 0.01, 0.89], [-0.54, -1.02, -0.05], [0.45, 1.17, 0.23], [0.36, 2.28, 0.74], [1.23, 0.89, -0.82], [1.73, -0.43, -1.24], [1.97, -0.25, -2.82], [1.37, 1.18, -3.24], [1.06, 1.86, -1.91], [-0.29, 2.34, -2.00], [-0.63, 3.43, -2.31], [-1.16, 1.42, -1.57], [-3.79, -2.02, 3.32], [-2.66, -3.36, 3.06], [-0.06, -1.36, 3.99], [-0.26, -2.55, 2.69], [1.43, -0.80, 2.21], [0.46, 0.42, 2.81], [-1.13, 0.56, 1.26], [-1.22, -0.53, -0.81], [-1.13, -1.69, 0.38], [2.73, -0.80, -0.70], [0.89, -1.15, -1.20], [2.98, -0.41, -3.15], [1.23, -0.82, -3.31], [2.13, 1.64, -3.78], [0.54, 1.07, -3.94], [1.70, 2.69, -1.61], [-1.99, 1.87, -1.80]],
  "gap_ev": 9.17,
  "relative_energy_kj_mol": 310.3,
  "total_charge": 0,
  "energy_ha": -856.4334,
  "largest_force_ev_per_a": 4.43
}

=====

{
  "formula": "C4H8F2",
  "method": "the ωB97M-V functional and the def2-TZVPD basis",
  "elements": ["F", "C", "C", "C", "C", "F", "H", "H", "H", "H", "H", "H", "H", "H"],
  "coordinates": [[0.88, -1.42, -0.97], [1.10, -1.07, 0.36], [-0.19, -0.69, 0.97], [-0.58, 0.72, 1.05], [-0.99, 1.43, -0.12], [-0.30, 0.96, -1.26], [1.85, -0.21, 0.38], [1.50, -2.02, 0.84], [-0.06, -0.85, 2.05], [-0.99, -1.39, 0.55], [0.30, 1.33, 1.31], [-1.16, 0.88, 1.91], [-0.70, 2.47, -0.06], [-2.03, 1.58, -0.46]],
  "gap_ev": 12.04,
  "relative_energy_kj_mol": 166.5,
  "total_charge": 0,
  "energy_ha": -356.8901,
  "largest_force_ev_per_a": 4.67
}

=====

{
  "formula": "C4H12O3",
  "method": "the ωB97M-V functional and the def2-TZVPD basis",
  "elements": ["C", "C", "O", "C", "C", "O", "H", "H", "H", "H", "H", "H", "H", "H", "H", "H", "O", "H", "H"],
  "coordinates": [[-2.43, -0.27, 0.93], [-1.19, 0.54, 0.62], [-0.23, 0.38, 1.69], [-0.56, 0.18, -0.74], [0.83, 0.81, -0.87], [1.14, 1.30, -2.16], [-2.96, 0.17, 1.77], [-3.09, -0.39, 0.08], [-2.19, -1.29, 1.24], [-1.41, 1.61, 0.60], [-0.34, -0.52, 2.02], [-1.30, 0.49, -1.48], [-0.45, -0.90, -0.70], [1.47, -0.02, -0.61], [1.03, 1.54, -0.09], [1.48, 0.56, -2.68], [1.98, -2.31, 0.34], [2.93, -2.18, 0.48], [1.68, -2.50, 1.23]],
  "gap_ev": 10.22,
  "relative_energy_kj_mol": 71.2,
  "total_charge": 0,
  "energy_ha": -385.2946,
  "largest_force_ev_per_a": 1.70
}

=====

{
  "formula": "C2H6NO2P",
  "method": "the ωB97M-V functional and the def2-TZVPD basis",
  "elements": ["C", "P", "C", "O", "N", "O", "H", "H", "H", "H", "H", "H"],
  "coordinates": [[0.34, 1.44, 0.30], [0.15, -0.38, 0.90], [1.15, -1.47, -0.13], [-1.46, -0.74, -0.15], [-2.30, 0.25, -0.07], [-3.15, 0.25, -0.97], [-0.58, 2.04, 0.55], [1.19, 1.85, 0.99], [0.47, 1.88, -0.69], [0.92, -1.58, -1.16], [2.25, -1.14, 0.08], [1.03, -2.40, 0.36]],
  "gap_ev": 10.05,
  "relative_energy_kj_mol": 413.2,
  "total_charge": 0,
  "energy_ha": -626.2630,
  "largest_force_ev_per_a": 3.65
}

=====

{
  "formula": "C7H7F4N",
  "method": "the ωB97M-V functional and the def2-TZVPD basis",
  "elements": ["C", "C", "C", "F", "C", "F", "C", "F", "N", "C", "C", "F", "H", "H", "H", "H", "H", "H", "H"],
  "coordinates": [[-1.88, 0.74, 1.17], [-0.55, 0.32, 0.60], [0.52, 1.07, 0.49], [0.62, 2.34, 1.02], [1.81, 0.68, -0.11], [1.77, 0.87, -1.47], [1.90, -0.81, 0.18], [3.17, -1.28, 0.47], [0.92, -1.54, 0.26], [-0.37, -1.03, -0.06], [-0.55, -0.92, -1.49], [-1.35, -1.87, 0.47], [-1.93, 1.87, 1.02], [-2.04, 0.63, 2.29], [-2.60, 0.35, 0.58], [2.63, 1.27, 0.35], [-0.49, -1.88, -2.10], [0.05, -0.23, -1.97], [-1.62, -0.57, -1.71]],
  "gap_ev": 10.47,
  "relative_energy_kj_mol": 0.0,
  "total_charge": 0,
  "energy_ha": -725.1046,
  "largest_force_ev_per_a": 5.37
}

=====

{
  "formula": "C3H7N3",
  "method": "the ωB97M-V functional and the def2-TZVPD basis",
  "elements": ["C", "C", "C", "H", "H", "H", "H", "H", "H", "H", "N", "N", "N"],
  "coordinates": [[-1.38, 0.01, 0.53], [0.42, 1.25, -0.26], [0.83, -1.04, 0.40], [-1.61, 1.10, 1.16], [-1.81, 0.24, -0.56], [-1.69, -0.95, 0.93], [1.52, 1.47, -0.31], [-0.05, 2.18, 0.08], [0.15, 1.03, -1.30], [1.92, -1.06, 0.92], [0.10, 0.17, 0.62], [0.84, -1.84, -0.66], [0.76, -2.58, -1.56]],
  "gap_ev": 8.84,
  "relative_energy_kj_mol": 370.5,
  "total_charge": 0,
  "energy_ha": -282.6332,
  "largest_force_ev_per_a": 4.35
}

=====

{
  "formula": "C10H30O5",
  "method": "the ωB97M-V functional and the def2-TZVPD basis",
  "elements": ["C", "C", "O", "H", "H", "H", "H", "H", "H", "C", "C", "O", "H", "H", "H", "H", "H", "H", "C", "C", "O", "H", "H", "H", "H", "H", "H", "C", "C", "O", "H", "H", "H", "H", "H", "H", "C", "C", "O", "H", "H", "H", "H", "H", "H"],
  "coordinates": [[-14.49, 10.60, 10.26], [-14.90, 10.63, 11.77], [-15.23, 11.96, 12.21], [-15.25, 10.90, 9.54], [-14.09, 9.63, 9.94], [-13.63, 11.25, 10.10], [-14.12, 10.33, 12.47], [-15.88, 10.16, 11.86], [-15.52, 11.83, 13.12], [-11.78, 11.94, 19.66], [-12.33, 11.91, 21.07], [-13.72, 11.66, 20.90], [-10.71, 12.09, 19.63], [-12.20, 12.74, 19.06], [-12.09, 11.09, 19.05], [-12.34, 12.83, 21.66], [-12.07, 11.11, 21.77], [-13.76, 10.70, 20.95], [-21.03, 8.83, 9.10], [-22.45, 9.08, 9.71], [-22.92, 7.79, 9.93], [-20.65, 9.82, 8.86], [-21.02, 8.40, 8.09], [-20.32, 8.27, 9.71], [-23.13, 9.57, 9.02], [-22.37, 9.68, 10.62], [-23.11, 7.31, 9.12], [-20.03, 3.96, 14.50], [-20.97, 2.98, 13.86], [-21.16, 3.21, 12.46], [-18.97, 3.92, 14.23], [-20.10, 3.83, 15.58], [-20.43, 4.97, 14.44], [-21.94, 3.19, 14.31], [-20.61, 1.96, 13.99], [-21.31, 4.14, 12.25], [-20.34, 10.89, 16.13], [-19.49, 11.25, 17.33], [-18.12, 11.28, 16.95], [-19.82, 10.12, 15.56], [-20.48, 11.77, 15.52], [-21.30, 10.49, 16.47], [-19.68, 10.44, 18.03], [-19.70, 12.17, 17.86], [-17.64, 11.40, 17.77]],
  "gap_ev": 10.53,
  "relative_energy_kj_mol": 223.2,
  "total_charge": 0,
  "energy_ha": -775.0755,
  "largest_force_ev_per_a": 2.92
}